<1>
{
  "formula": "C6H11NO2",
  "method": "the ωB97M-V functional and the def2-TZVPD basis",
  "symbols": ["C", "C", "C", "N", "H", "H", "C", "H", "H", "C", "C", "O", "O", "H", "H", "H", "H", "H", "H", "H"],
  "xyz": [[-2.131, 1.543, -0.082], [-1.390, 0.770, 0.697], [-1.006, -0.578, 0.468], [-1.529, -1.298, -0.788], [-1.182, -0.917, -1.694], [-2.650, -1.338, -0.785], [0.264, -0.970, 0.834], [0.620, -0.499, 1.546], [0.539, -1.877, 0.474], [1.199, -0.087, -0.361], [2.541, 0.305, 0.084], [2.922, 0.111, 1.082], [3.411, 0.203, -1.095], [4.329, 0.586, -0.656], [0.740, 0.955, -0.563], [1.064, -0.528, -1.217], [-1.614, -1.412, 1.346], [-1.277, 1.127, 1.740], [-2.317, 2.677, -0.017], [-2.533, 1.228, -1.014]],
  "mulliken_charge": [-0.769, -0.433, 0.784, -0.660, 0.231, 0.296, -1.693, 0.830, 0.534, -0.827, 0.405, -0.359, -0.524, 0.349, 0.217, 0.607, 0.225, 0.279, 0.227, 0.281],
  "gap_ev": 9.87,
  "lumo_energy_ev": 0.700
}

=====

<2>
{
  "formula": "C6H11NO2",
  "method": "the ωB97M-V functional and the def2-TZVPD basis",
  "symbols": ["C", "C", "C", "C", "C", "C", "N", "O", "O", "H", "H", "H", "H", "H", "H", "H", "H", "H", "H", "H"],
  "xyz": [[0.690, 0.350, 0.567], [-0.681, 0.059, 0.403], [0.158, -1.118, 0.341], [0.707, -1.715, -0.874], [0.135, -1.947, 1.647], [-1.432, 2.064, -1.176], [-0.256, 2.739, -0.981], [0.765, 2.235, -1.463], [-0.175, 3.720, -0.273], [0.861, 0.795, -0.442], [1.085, 0.846, 1.427], [-1.566, 0.166, 1.032], [1.605, -1.165, -1.088], [0.010, -1.647, -1.651], [0.981, -2.829, -0.674], [-0.791, -2.489, 1.783], [0.350, -1.231, 2.390], [1.017, -2.590, 1.586], [-1.274, 1.407, -2.028], [-2.188, 2.350, -0.522]],
  "mulliken_charge": [-0.959, -0.024, 1.163, -1.424, -1.482, -0.858, 0.889, -0.603, -0.630, 0.292, 0.274, 0.283, 0.382, 0.302, 0.391, 0.315, 0.379, 0.447, 0.397, 0.467],
  "gap_ev": [8.47, 7.03],
  "lumo_energy_ev": [-0.699, -1.470]
}

=====

How do the energies compare? Relative to the most stable structure, in kcal/mol: <1> 0.0; <2> 56.0.

=====

<1>
{
  "formula": "C6H11NO2",
  "method": "the ωB97M-V functional and the def2-TZVPD basis",
  "symbols": ["C", "C", "C", "C", "O", "O", "C", "C", "N", "H", "H", "H", "H", "H", "H", "H", "H", "H", "H", "H"],
  "xyz": [[0.244, -1.049, 1.616], [0.178, -0.173, 0.377], [1.328, -0.467, -0.590], [1.060, 0.100, -1.976], [1.935, 0.603, -2.655], [-0.157, -0.231, -2.552], [-0.114, 1.319, 0.685], [-1.571, 1.037, 0.277], [-1.140, -0.245, -0.318], [0.190, -2.113, 1.341], [1.193, -0.881, 2.144], [-0.579, -0.814, 2.305], [2.271, -0.055, -0.209], [1.461, -1.555, -0.707], [-0.685, -0.688, -1.793], [0.063, 1.634, 1.719], [0.390, 2.017, 0.004], [-2.238, 0.899, 1.139], [-2.038, 1.727, -0.438], [-1.791, -1.067, -0.370]],
  "mulliken_charge": [-1.600, 1.442, -0.931, 0.464, -0.589, -0.528, -0.816, -0.639, -0.548, 0.388, 0.344, 0.377, 0.321, 0.386, 0.435, 0.355, 0.272, 0.282, 0.305, 0.281],
  "gap_ev": 9.97,
  "smiles": "C[C@]1(CC(=O)O)CCN1",
  "lumo_energy_ev": 0.645
}

=====

<2>
{
  "formula": "C6H11NO2",
  "method": "the ωB97M-V functional and the def2-TZVPD basis",
  "symbols": ["C", "C", "C", "C", "C", "N", "C", "O", "O", "H", "H", "H", "H", "H", "H", "H", "H", "H", "H", "H"],
  "xyz": [[-0.573, 1.095, -0.335], [1.191, 1.366, 0.851], [-0.339, -0.324, -0.789], [1.494, -1.820, 0.028], [-1.590, 1.940, -1.007], [0.190, -1.209, 0.230], [-0.622, -1.570, 1.261], [-0.161, 1.571, 0.846], [-1.759, -1.172, 1.423], [1.624, 1.085, 1.797], [1.757, 1.824, 0.058], [0.313, -0.393, -1.665], [-1.321, -0.707, -1.104], [-0.136, -2.280, 1.953], [1.480, -2.516, -0.816], [2.243, -1.047, -0.148], [1.778, -2.372, 0.924], [-2.244, 2.378, -0.244], [-1.135, 2.779, -1.548], [-2.192, 1.371, -1.717]],
  "mulliken_charge": [0.672, -0.715, -0.893, -0.995, -1.257, 0.217, 0.066, -0.343, -0.552, 0.385, 0.354, 0.371, 0.443, 0.295, 0.338, 0.338, 0.322, 0.323, 0.267, 0.364],
  "gap_ev": [8.53, 7.76],
  "lumo_energy_ev": [0.769, 0.681]
}

=====

How do the energies compare? Relative to the most stable structure, in kcal/mol: <1> 0.0; <2> 68.6.